# 1
The molecule C2H5N3OS at a distorted geometry, computed with the ωB97M-V functional and the def2-TZVPD basis.

Positions of all 12 atoms, in Å:
1 H 1.6011 1.5711 -2.4005
2 N 0.8131 1.2313 -1.8157
3 C 1.2170 0.5324 -0.8398
4 N 0.3450 0.0408 0.1165
5 O 0.9677 -0.8469 0.9975
6 C -1.0139 0.0761 0.1426
7 N -1.5090 -0.8743 0.9998
8 S -1.9905 1.1628 -0.5969
9 H 2.2272 0.3167 -0.7296
10 H 0.7272 -0.5387 1.8735
11 H -2.4792 -1.0364 0.9759
12 H -0.9057 -1.6349 1.2767

Forces on the atoms, in the same order (eV/Å):
H -0.56 -0.57 0.60
N 0.40 0.34 -0.33
C -1.48 1.48 -1.56
N 0.97 -0.10 0.15
O 0.33 -0.35 -0.47
C -1.22 -0.48 0.64
N 1.12 0.08 0.04
S -0.03 0.05 -0.20
H 1.66 -0.81 0.98
H 0.11 0.35 0.42
H -1.04 0.05 -0.07
H -0.25 -0.03 -0.20

Output
- DFT total energy (eV) = -19506.0063
- SMILES = [H]/N=C/N(O)C(N)=S
- energy above the lowest of the compared OMol25 structures with the same formula, charge and spin (eV) = 2.944
- lowest unoccupied orbital energy (eV) = 0.48
- charge = 0

=====

# 2
A cluster of 2 separate species, C4H12N3 in total, computed with the ωB97M-V functional and the def2-TZVPD basis.

Positions of all 19 atoms, in Å:
1 N -0.9501 -1.8770 -0.7677
2 C -2.0290 -1.4172 -0.0309
3 N -2.6300 -0.3462 -0.3320
4 H -0.6714 -2.8069 -0.5003
5 H -1.0997 -1.8302 -1.7628
6 H -2.3002 -2.0232 0.8329
7 H -3.4811 -0.3141 0.2217
8 C 2.4808 0.9381 1.0960
9 C 1.0807 0.4783 0.7365
10 C -0.4527 1.2477 -0.9928
11 N 0.7058 0.8886 -0.6280
12 H 3.1876 0.6648 0.3138
13 H 2.4988 2.0159 1.2598
14 H 2.7610 0.4417 2.0178
15 H 0.9768 -0.6023 0.7683
16 H 0.3326 0.9170 1.3926
17 H -0.6605 1.3537 -2.0515
18 H -1.1545 1.5515 -0.2271
19 H 1.4053 0.7198 -1.3464

Forces on the atoms, in the same order (eV/Å):
N -0.03 -0.21 0.38
C 0.20 -0.30 -0.06
N -0.34 -0.20 -0.31
H 0.13 -0.12 -0.02
H 0.04 0.21 -0.19
H 0.03 -0.17 0.00
H 0.06 0.59 0.17
C -0.38 0.07 -0.07
C 0.01 0.59 0.12
C -0.11 0.88 0.14
N 0.35 -0.67 -0.15
H 0.14 0.00 0.07
H 0.13 -0.06 -0.07
H 0.20 -0.01 0.10
H 0.01 -0.13 -0.11
H -0.05 -0.07 0.12
H -0.13 0.11 0.13
H -0.20 -0.29 -0.25
H -0.05 -0.21 0.00

Output
- DFT total energy (eV) = -8805.8613
- energy above the lowest of the compared OMol25 structures with the same formula, charge and spin (eV) = 1.873
- lowest unoccupied orbital energy (eV) = -4.22
- charge = +1

=====

# 3
A cluster of 12 separate species, C18H60O21 in total at a distorted geometry, computed with the ωB97M-V functional and the def2-TZVPD basis.

Positions of all 99 atoms, in Å:
1 O 2.8244 -2.5086 -0.5174
2 C 1.5264 -3.0576 -0.4244
3 C 1.5544 -4.4556 0.2256
4 O 0.2404 -4.9306 0.3526
5 H 3.0624 -2.7306 -1.4314
6 H 0.8084 -2.3266 0.0886
7 H 1.0504 -3.1776 -1.3424
8 H 1.9604 -4.4306 1.2306
9 H 2.1234 -5.1666 -0.3504
10 H -0.1556 -5.0716 -0.5224
11 O 1.7704 3.5064 -3.6084
12 C 0.6134 4.1144 -3.3644
13 C -0.2946 3.3154 -2.4594
14 O -1.4126 4.1174 -2.1144
15 H 2.5104 4.0164 -3.1254
16 H 0.7424 5.1194 -3.0004
17 H 0.1864 4.2214 -4.3944
18 H 0.2114 3.0284 -1.6024
19 H -0.6296 2.4054 -3.0504
20 H -2.0906 3.5084 -1.8084
21 O 2.0544 -0.9256 -3.1764
22 C 1.0284 -0.0146 -3.5184
23 C 1.2704 0.5074 -4.9634
24 O 0.4704 1.6044 -5.1714
25 H 2.6904 -0.4486 -2.6884
26 H 0.0754 -0.4996 -3.5174
27 H 1.0354 0.7194 -2.7184
28 H 1.2134 -0.3546 -5.5994
29 H 2.2694 0.8054 -5.0324
30 H 1.0484 2.3784 -4.9794
31 O -2.9536 -2.0066 -2.2924
32 C -3.2896 -2.9296 -3.2524
33 C -4.5406 -2.3886 -4.0014
34 O -4.7916 -3.3186 -5.0674
35 H -2.5896 -1.1856 -2.7294
36 H -2.5356 -2.9646 -3.9994
37 H -3.5626 -3.9036 -2.8654
38 H -4.2936 -1.4846 -4.4554
39 H -5.4546 -2.2786 -3.4154
40 H -4.3646 -3.0276 -5.8874
41 O -1.1936 -2.1466 3.0956
42 C 0.1084 -2.6556 3.5246
43 C -0.0666 -4.1086 3.8036
44 O 1.2064 -4.6116 4.1426
45 H -1.3126 -2.1776 2.1626
46 H 0.9094 -2.4826 2.8136
47 H 0.4134 -2.1496 4.4686
48 H -0.4086 -4.7136 2.9386
49 H -0.8236 -4.2746 4.5456
50 H 1.0394 -5.5246 4.2806
51 O -3.8366 4.4914 -0.0024
52 C -2.8856 4.4134 1.0286
53 C -2.3926 3.0374 1.4036
54 O -1.4896 3.2524 2.4686
55 H -4.1876 5.3814 -0.0264
56 H -2.1766 5.2024 0.8036
57 H -3.3196 4.8504 1.9436
58 H -1.8416 2.6334 0.5826
59 H -3.2376 2.3964 1.6736
60 H -1.1276 2.3674 2.7266
61 O -0.7146 0.7844 3.6396
62 C 0.6834 0.9274 4.0006
63 C 1.0594 1.1624 5.4756
64 O 2.4024 1.3374 5.5756
65 H -0.9326 -0.1506 3.6376
66 H 1.1364 -0.0396 3.5876
67 H 1.1574 1.7574 3.4346
68 H 0.7884 0.2854 6.1536
69 H 0.5434 2.0364 5.8486
70 H 2.5944 1.4594 6.5686
71 O 1.2114 0.2004 -0.0514
72 C -0.0896 0.2854 0.4116
73 C -1.0286 0.0514 -0.7034
74 O -2.3846 0.1164 -0.2074
75 H 1.7574 -0.0666 0.7086
76 H -0.1456 -0.5146 1.2276
77 H -0.2856 1.2934 0.9206
78 H -0.8366 -0.8416 -1.2234
79 H -0.8016 0.8754 -1.4344
80 H -2.4636 -0.7266 0.2856
81 O 5.4974 1.6344 2.0546
82 C 4.1614 1.1514 2.3476
83 C 3.9864 -0.1466 1.5526
84 O 2.7274 -0.7376 1.7576
85 H 5.4454 2.2014 1.2766
86 H 3.9104 1.0744 3.4126
87 H 3.5274 1.9054 1.9396
88 H 4.7954 -0.8176 1.7766
89 H 4.0584 0.1264 0.4906
90 H 2.7874 -1.7006 1.6656
91 O -3.5246 2.3004 -1.4904
92 H -3.8536 2.8884 -0.7504
93 H -3.1476 1.5694 -1.0254
94 O 2.6034 2.4404 -0.5094
95 H 2.1514 2.9034 0.1946
96 H 1.9884 1.7024 -0.5334
97 O -1.7876 -2.9496 0.3186
98 H -1.4016 -3.8006 0.2846
99 H -2.3366 -2.9416 -0.4474

Forces on the atoms, in the same order (eV/Å):
O -0.16 -0.43 -0.87
C -0.54 0.44 2.55
C -0.20 1.09 0.08
O -1.35 -0.57 -0.06
H 0.49 0.47 0.36
H 1.19 -1.08 -0.09
H -0.52 -0.07 -2.14
H 0.14 0.07 0.20
H 0.57 -0.08 -0.39
H 0.50 -0.13 0.19
O 5.96 -0.39 1.05
C -3.41 1.53 -1.23
C -1.98 0.03 -2.40
O 0.64 0.19 -0.16
H -1.61 -1.73 -1.16
H -0.09 0.52 0.43
H -0.71 0.21 0.94
H 1.32 -0.74 1.78
H 0.39 0.81 0.74
H -0.73 -0.18 0.00
O -0.83 -1.76 -0.77
C 1.07 0.28 -0.58
C 0.07 -0.55 2.77
O -0.63 1.37 -1.12
H 1.08 0.74 0.89
H -0.69 -0.60 0.20
H -0.29 0.72 -0.45
H -0.87 -0.19 -0.93
H 1.94 0.36 0.02
H -0.70 -0.71 -0.14
O 1.38 1.75 1.37
C -2.54 1.01 -1.38
C 0.42 -2.43 -0.52
O -0.37 -0.16 -0.29
H -0.71 -1.31 0.83
H 0.89 -0.70 -0.70
H 0.41 -0.13 0.43
H 0.37 2.00 -0.37
H 0.28 -0.15 0.19
H -0.19 -0.02 0.51
O 1.21 0.64 2.12
C -1.39 0.51 0.11
C 0.19 -0.91 -1.32
O 0.33 0.73 0.41
H 0.07 -0.44 -1.42
H -0.02 0.07 -0.39
H -0.41 -0.14 -0.60
H -0.09 0.84 -0.11
H -0.27 0.12 0.87
H 0.39 -1.39 0.35
O -0.73 -0.91 -0.38
C -0.58 2.21 1.58
C 0.31 0.97 -0.21
O 0.35 -0.91 0.42
H -0.08 0.04 -0.10
H 1.32 -0.69 -0.16
H -0.24 -0.46 0.14
H 0.10 -0.63 -0.78
H 0.05 -0.06 -0.03
H -0.57 0.78 0.00
O 0.87 1.27 0.93
C 0.67 -1.80 -1.20
C -2.71 -1.75 0.55
O 2.87 0.68 2.21
H -0.18 -0.44 -0.10
H 0.10 1.43 0.87
H -0.58 -0.31 0.11
H -0.32 0.77 -0.99
H -0.57 0.33 0.03
H -0.17 -0.24 -2.49
O 0.48 0.53 -1.21
C 0.14 -0.15 2.84
C -0.66 2.32 -0.19
O 0.99 -0.95 -0.13
H 0.44 -0.32 0.00
H -0.66 0.95 -0.78
H 0.06 -1.26 -0.65
H 0.23 -1.46 -0.45
H -0.89 -0.56 0.52
H -0.39 0.67 -0.30
O -0.29 -0.43 0.75
C 0.58 0.02 -0.85
C 0.45 1.01 -0.56
O -0.53 -0.73 1.11
H -0.12 -0.14 0.14
H 0.71 -0.16 -0.12
H -1.06 0.37 -0.19
H 0.33 -0.39 0.25
H 0.19 -0.08 0.09
H 0.14 0.40 -0.20
O -0.69 1.54 0.52
H 0.20 -0.51 -1.42
H 0.26 -1.23 0.48
O 0.17 0.56 0.11
H 0.21 0.89 0.39
H -0.09 -1.17 -0.49
O -0.26 1.31 0.77
H 1.10 -1.40 0.56
H -0.94 0.60 -1.19

Output
- DFT total energy (eV) = -62630.3494
- SMILES = OCCO.OCCO.OCCO.OCCO.OCCO.OCCO.OCCO.OCCO.OCCO.O.O.O
- energy above the lowest of the compared OMol25 structures with the same formula, charge and spin (eV) = 2.648
- lowest unoccupied orbital energy (eV) = 0.02
- charge = 0

=====

# 4
The molecule H4N2OS2 at a distorted geometry, computed with the ωB97M-V functional and the def2-TZVPD basis.

Positions of all 9 atoms, in Å:
1 N -2.4438 0.9774 0.2631
2 S -1.2637 0.4901 -0.8990
3 O -0.5645 -0.7722 -0.2876
4 S 1.0087 -0.7703 0.5953
5 N 2.2839 -0.5987 -0.4602
6 H -2.3321 1.8072 0.8213
7 H -2.6056 0.1750 0.8242
8 H 3.0927 -0.0819 -0.1025
9 H 2.4782 -1.4242 -0.9618

Forces on the atoms, in the same order (eV/Å):
N 0.52 -0.17 -1.11
S -1.60 2.35 -0.71
O 2.42 -1.29 1.08
S -0.64 -0.33 0.41
N -0.68 0.91 0.52
H 0.79 0.07 0.09
H -0.71 -0.63 0.61
H -0.78 0.00 -0.47
H 0.69 -0.92 -0.42

Output
- DFT total energy (eV) = -26760.8581
- SMILES = NSOSN
- energy above the lowest of the compared OMol25 structures with the same formula, charge and spin (eV) = 0.859
- lowest unoccupied orbital energy (eV) = 0.59
- charge = 0

=====

# 5
The molecule C6H10O4 at a distorted geometry, computed with the ωB97M-V functional and the def2-TZVPD basis.

Positions of all 20 atoms, in Å:
1 C -2.4180 -0.1503 0.8803
2 O -1.2523 0.5700 1.1836
3 C 0.1252 0.2080 0.3884
4 C 0.3664 -1.2944 0.4188
5 C 1.1347 1.0534 1.1518
6 C -0.2188 0.7874 -0.8957
7 O -1.0119 1.4478 -1.4513
8 C 1.2789 0.2696 -1.7664
9 O 2.3860 0.7241 -1.6982
10 O 0.8870 -0.6073 -2.7020
11 H -3.2166 0.2580 1.5051
12 H -2.7172 -0.0510 -0.1715
13 H -2.3266 -1.2198 1.1180
14 H 1.4149 -1.5029 0.2188
15 H 0.1063 -1.6481 1.4150
16 H -0.2487 -1.8248 -0.3049
17 H 2.1190 0.9845 0.6953
18 H 0.8133 2.0914 1.1736
19 H 1.1658 0.6809 2.1728
20 H 1.6125 -0.7764 -3.3314

Forces on the atoms, in the same order (eV/Å):
C 0.12 -0.39 -0.28
O 2.35 -0.44 -0.13
C -4.72 0.96 3.32
C -0.14 0.38 -0.20
C -0.10 -0.19 -0.21
C 4.59 -1.26 -2.41
O -0.55 0.04 0.35
C -1.74 1.37 -0.75
O -0.14 -0.21 0.33
O -0.01 -0.34 -0.26
H 0.13 0.03 -0.06
H 0.01 0.01 0.07
H 0.00 0.06 -0.02
H 0.06 -0.10 0.01
H 0.12 0.07 0.04
H 0.01 -0.01 -0.05
H 0.02 0.01 0.01
H -0.03 0.02 -0.04
H 0.01 -0.06 0.03
H 0.01 0.06 0.26

Output
- DFT total energy (eV) = -14572.1811
- SMILES = COC(C)(C)C(=O)C(=O)O
- energy above the lowest of the compared OMol25 structures with the same formula, charge and spin (eV) = 2.131
- lowest unoccupied orbital energy (eV) = 0.59
- charge = 0

=====

# 6
The molecule C3H5NO2, computed with the ωB97M-V functional and the def2-TZVPD basis.

Positions of all 11 atoms, in Å:
1 C -1.3371 -0.5425 0.2672
2 C -0.3636 0.4921 0.7541
3 O -0.5715 1.2224 1.6960
4 N 0.8485 0.6532 0.0527
5 C 1.4290 -0.1143 -0.9364
6 O 0.9711 -1.1142 -1.4373
7 H -1.9465 -0.8631 1.1126
8 H -0.8430 -1.3850 -0.2116
9 H -1.9925 -0.0704 -0.4768
10 H 1.3993 1.4201 0.4186
11 H 2.4063 0.3018 -1.2392

Forces on the atoms, in the same order (eV/Å):
C -0.09 -0.05 0.00
C -0.08 0.04 0.15
O 0.08 -0.19 -0.29
N 0.01 0.06 0.08
C -0.15 -0.30 -0.18
O 0.21 0.44 0.15
H 0.04 0.10 -0.09
H -0.07 0.10 0.08
H 0.14 -0.08 0.12
H -0.03 -0.08 -0.07
H -0.07 -0.04 0.05

Output
- DFT total energy (eV) = -8777.6142
- SMILES = CC(=O)NC=O
- energy above the lowest of the compared OMol25 structures with the same formula, charge and spin (eV) = 0.081
- lowest unoccupied orbital energy (eV) = 0.70
- charge = 0